No. 1
The following is a DFT calculation (wB97M-V/def2-TZVPD) of a molecular structure, C27H25Cl2FN5O4SSc in a non-equilibrium geometry.

Element x y z (Å)
Sc (-1.4355, 0.8017, -1.7192)
C (2.6267, -1.6623, 4.2119)
C (1.6554, -2.5794, 3.4713)
C (2.2402, -3.9584, 3.1751)
C (3.4717, -3.8386, 2.2838)
C (3.2517, -2.8756, 1.1581)
C (4.1485, -2.8219, 0.1113)
C (3.9276, -1.9721, -0.9729)
F (4.8315, -1.9187, -1.9521)
C (2.7752, -1.2354, -1.0802)
C (1.8474, -1.2670, -0.0281)
C (0.5915, -0.5629, -0.1538)
O (0.3054, 0.0695, -1.2347)
C (-0.2642, -0.6155, 0.9700)
C (0.1365, -1.2593, 2.1197)
N (1.2640, -1.9563, 2.2059)
C (2.1166, -2.0349, 1.1314)
C (-1.6360, 0.0294, 0.9052)
O (-2.1184, 0.5609, 1.8810)
O (-2.1997, -0.0658, -0.2533)
H (2.9317, -2.1433, 5.1369)
H (2.1441, -0.7203, 4.4590)
H (3.5122, -1.4468, 3.6210)
H (0.7498, -2.6895, 4.0752)
H (1.4776, -4.5668, 2.6830)
H (2.5016, -4.4510, 4.1114)
H (3.7242, -4.8184, 1.8745)
H (4.3339, -3.5183, 2.8717)
H (5.0339, -3.4376, 0.1204)
H (2.5864, -0.6094, -1.9396)
H (-0.5106, -1.2289, 2.9859)
N (-2.7877, 3.9588, 0.6845)
C (-1.5524, 3.9424, 1.2857)
C (-1.0501, 4.5623, 2.4199)
C (0.2579, 4.2846, 2.7562)
C (1.0490, 3.4252, 1.9854)
C (0.5672, 2.8300, 0.8395)
C (-0.7539, 3.0959, 0.4876)
N (-1.5135, 2.6296, -0.5656)
C (-2.7305, 3.1469, -0.3913)
C (-3.8020, 2.7782, -1.2895)
C (-5.0794, 3.2670, -1.3878)
S (-5.9485, 2.4331, -2.6000)
C (-4.5577, 1.4921, -2.9177)
N (-3.5187, 1.7659, -2.1804)
H (-3.6004, 4.4478, 1.0286)
H (-1.6628, 5.2182, 3.0151)
H (0.6862, 4.7377, 3.6354)
H (2.0602, 3.2290, 2.3083)
H (1.1870, 2.1760, 0.2405)
H (-5.5365, 4.0611, -0.8300)
H (-4.5511, 0.7394, -3.6848)
Cl (0.7753, 2.6633, -2.6657)
C (0.0611, 2.8677, -4.2697)
Cl (-1.3145, 1.7465, -4.3310)
H (0.7890, 2.6004, -5.0346)
H (-0.2945, 3.8917, -4.3968)
C (-2.4058, -3.1306, -3.2070)
C (-1.4199, -2.0090, -3.2381)
N (-0.1911, -2.2810, -3.6696)
O (-1.7275, -0.8499, -2.9010)
H (-1.9276, -4.0981, -3.3184)
H (-3.1249, -2.9953, -4.0156)
H (-2.9641, -3.1044, -2.2731)
H (0.0608, -3.1862, -4.0353)
H (0.5016, -1.5432, -3.7126)

As for the net charge: +2. The relative energy (zero: lowest compared OMol25 entry of this formula, charge and spin) comes out at 72.4 kJ/mol. The calculation puts the HOMO-LUMO gap at 8.06 eV. The calculation puts the largest force on an atom at 2.230 eV/Å. The value obtained for the calculated total energy is -103338.6654 eV. The calculation puts the LUMO energy at -0.200 Eh.

=====

No. 2
The following is a DFT calculation (wB97M-V/def2-TZVPD) of a molecular structure, C27H25ClN3O4Tc.

Element x y z (Å)
Tc (0.6483, -0.4332, -0.1001)
C (3.5499, 1.0950, -0.2916)
O (2.1293, 1.2390, -0.0880)
C (1.5421, 2.4192, -0.5214)
C (2.2419, 3.6103, -0.5937)
C (1.5786, 4.7615, -0.9912)
C (0.2291, 4.7248, -1.3091)
C (-0.4659, 3.5314, -1.2429)
C (0.1891, 2.3685, -0.8581)
N (-0.4543, 1.0908, -0.8011)
N (-1.6608, 1.0742, -1.1924)
C (-2.4240, -0.0432, -1.1825)
C (-2.0544, -1.3059, -0.6653)
O (-0.8659, -1.5902, -0.1517)
C (-2.9919, -2.3640, -0.6467)
C (-4.2436, -2.1872, -1.1415)
C (-4.6659, -0.9463, -1.6941)
C (-5.9675, -0.7930, -2.2126)
C (-6.3645, 0.4032, -2.7452)
C (-5.4652, 1.4800, -2.7746)
C (-4.1929, 1.3537, -2.2754)
C (-3.7649, 0.1354, -1.7189)
H (3.7979, 1.2893, -1.3328)
H (4.0824, 1.7699, 0.3751)
H (3.7871, 0.0678, -0.0382)
H (3.2914, 3.6520, -0.3439)
H (2.1249, 5.6929, -1.0474)
H (-0.2826, 5.6272, -1.6126)
H (-1.5149, 3.4834, -1.4924)
H (-2.6722, -3.3076, -0.2266)
H (-4.9488, -3.0094, -1.1213)
H (-6.6444, -1.6376, -2.1832)
H (-7.3624, 0.5207, -3.1445)
H (-5.7780, 2.4245, -3.1998)
H (-3.5117, 2.1899, -2.3139)
N (1.5991, -2.2095, 0.8088)
C (2.4496, -3.0535, -0.0652)
C (1.8588, -3.1669, -1.4604)
C (2.0376, -1.8956, -2.2571)
O (2.3685, -1.8624, -3.4042)
O (1.8418, -0.7426, -1.5701)
H (2.1097, -1.9827, 1.6583)
H (0.7937, -2.7543, 1.1171)
H (2.5666, -4.0427, 0.3779)
H (3.4392, -2.5977, -0.1110)
H (0.7909, -3.3986, -1.3990)
H (2.3347, -3.9703, -2.0181)
Cl (-0.5648, -2.1033, 3.3930)
C (0.9443, -1.2884, 3.7169)
C (1.7505, -1.7870, 4.7291)
C (2.9637, -1.1753, 4.9983)
C (3.3562, -0.0667, 4.2598)
C (2.5352, 0.4221, 3.2587)
C (1.3089, -0.1772, 2.9537)
C (0.4772, 0.3626, 1.8514)
H (1.4203, -2.6441, 5.2995)
H (3.5933, -1.5589, 5.7893)
H (4.2958, 0.4241, 4.4754)
H (2.8296, 1.3027, 2.6994)
H (0.5913, 1.4428, 1.7795)
H (-0.5875, 0.1367, 1.9988)

As for the net charge: +1. The relative energy (zero: lowest compared OMol25 entry of this formula, charge and spin) comes out at 0.0 kJ/mol. The calculation puts the HOMO-LUMO gap (alpha / beta) at 6.91 / 6.21 eV. Its multiplicity is 2. The calculation puts the largest force on an atom at 0.085 eV/Å. The value obtained for the calculated total energy is -55780.6955 eV. The calculation puts the LUMO energy (alpha / beta) at -0.151 / -0.178 Eh.

=====

No. 3
The following is a DFT calculation (wB97M-V/def2-TZVPD) of 2 unconnected molecules or ions with the total composition C27H25FO5 in a non-equilibrium geometry.

Element x y z (Å)
C (-0.2553, 4.2138, -5.0610)
O (0.2826, 2.8944, -4.8055)
C (-0.4117, 2.0775, -3.9673)
C (0.0751, 0.7598, -3.7820)
C (-0.5446, -0.0969, -2.8953)
C (-1.5865, 0.3427, -2.0691)
C (-2.1019, -0.5368, -0.9407)
C (-1.5053, -0.1105, 0.3914)
C (-2.3405, 1.1341, 0.7778)
O (-3.3018, 1.5551, 0.1575)
O (-2.2210, 1.6239, 2.0579)
C (-1.0576, 1.1831, 2.7691)
C (0.1427, 1.8272, 2.1313)
C (-1.2472, 1.6232, 4.2171)
O (-1.0729, -0.2668, 2.7449)
C (-1.7577, -0.8579, 1.6775)
O (-2.5119, -1.7878, 1.8281)
C (-2.1324, 1.6013, -2.3416)
C (-1.5695, 2.4767, -3.2556)
H (0.4740, 4.6644, -5.7327)
H (-1.2377, 4.1523, -5.5505)
H (-0.3359, 4.7993, -4.1344)
H (0.9542, 0.4536, -4.3503)
H (-0.1981, -1.1254, -2.8145)
H (-3.1840, -0.3659, -0.8266)
H (-1.9215, -1.5948, -1.1707)
H (0.2748, 1.4661, 1.1051)
H (-0.0357, 2.9126, 2.0860)
H (1.0500, 1.6516, 2.7173)
H (-2.1463, 1.1564, 4.6268)
H (-0.3786, 1.3212, 4.8047)
H (-1.3574, 2.7130, 4.2688)
H (-3.0034, 1.9462, -1.7976)
H (-2.0008, 3.4721, -3.4002)
F (3.9801, 1.4803, 1.2887)
C (3.3455, 0.6209, 0.4214)
C (3.8449, 0.4550, -0.8601)
C (3.1669, -0.4086, -1.7324)
C (1.9902, -1.0366, -1.3232)
C (1.4512, -0.8069, -0.0426)
C (0.1960, -1.4487, 0.4150)
C (0.4026, -2.5754, 1.3676)
C (-0.5183, -3.6601, 1.3585)
C (-0.3697, -4.7486, 2.2108)
C (0.7185, -4.8084, 3.0895)
C (1.6585, -3.7777, 3.0880)
C (1.5184, -2.6911, 2.2249)
C (2.2096, -0.0497, 0.8754)
H (4.7398, 0.9921, -1.1778)
H (3.5616, -0.6151, -2.7296)
H (1.5095, -1.7716, -1.9797)
H (-0.3906, -1.8115, -0.4290)
H (-1.3434, -3.6528, 0.6492)
H (-1.1066, -5.5517, 2.1796)
H (0.8268, -5.6526, 3.7776)
H (2.5326, -3.8105, 3.7464)
H (2.3137, -1.9447, 2.1954)
H (1.9259, -0.0046, 1.9205)

The relative energy (zero: lowest compared OMol25 entry of this formula, charge and spin) comes out at 93.3 kJ/mol. The calculation puts the HOMO-LUMO gap at 6.98 eV. The calculation puts the largest force on an atom at 2.025 eV/Å. The value obtained for the calculated total energy is -41356.0112 eV. The calculation puts the LUMO energy at -0.045 Eh.

=====

No. 4
The following is a DFT calculation (wB97M-V/def2-TZVPD) of a molecular structure, C27H25N3NaO2S.

Element x y z (Å)
Na (-1.6555, 1.1319, -0.1954)
C (-3.4127, -4.6034, 0.4274)
C (-2.2630, -3.8063, 0.4372)
C (-2.3480, -2.4345, 0.3806)
C (-3.5952, -1.7665, 0.2992)
C (-4.7548, -2.5873, 0.3043)
C (-4.6487, -3.9625, 0.3621)
N (-3.5898, -0.4107, 0.1950)
N (-4.7819, 0.1383, 0.3270)
C (-4.8305, 1.5270, 0.1471)
C (-6.1430, 2.0136, 0.0160)
C (-6.3960, 3.3666, -0.1304)
C (-5.3285, 4.2537, -0.1611)
C (-4.0286, 3.7460, -0.0486)
C (-3.7037, 2.3975, 0.1279)
H (-3.3439, -5.6844, 0.4612)
H (-1.2834, -4.2724, 0.4882)
H (-1.4529, -1.8259, 0.3894)
H (-5.7165, -2.0974, 0.2506)
H (-5.5567, -4.5608, 0.3525)
H (-6.9592, 1.2975, 0.0130)
H (-7.4184, 3.7244, -0.2238)
H (-5.5060, 5.3227, -0.2591)
H (-3.2197, 4.4763, -0.0971)
O (0.2090, 0.3622, 0.3905)
N (0.9846, -0.6414, 0.1255)
C (1.7598, -1.1143, 1.1216)
C (2.6152, -2.1712, 0.9529)
C (2.6761, -2.7696, -0.3074)
C (1.8975, -2.2721, -1.3180)
C (1.0235, -1.1752, -1.1485)
S (0.0836, -0.5131, -2.3917)
H (1.6300, -0.5809, 2.0506)
H (3.2093, -2.5130, 1.7879)
H (3.3219, -3.6203, -0.4845)
H (1.9163, -2.7080, -2.3066)
C (5.9212, -0.3984, 1.4063)
C (4.7866, 0.2865, 0.6926)
C (4.5570, 0.0713, -0.6566)
C (3.5201, 0.7099, -1.3289)
C (3.3252, 0.3992, -2.7905)
C (2.6887, 1.5936, -0.6194)
C (1.6041, 2.2985, -1.3594)
O (0.8783, 3.1553, -0.8861)
C (2.8929, 1.8101, 0.7561)
C (1.9939, 2.6798, 1.5847)
C (3.9415, 1.1514, 1.3808)
H (6.4365, -1.0971, 0.7471)
H (5.5603, -0.9543, 2.2742)
H (6.6528, 0.3307, 1.7663)
H (5.1916, -0.6192, -1.2036)
H (4.0228, -0.3810, -3.0951)
H (3.5034, 1.2732, -3.4206)
H (2.3058, 0.0566, -2.9936)
H (1.4611, 1.9701, -2.4007)
H (2.0551, 3.7253, 1.2849)
H (2.2637, 2.5899, 2.6378)
H (0.9580, 2.3787, 1.4426)
H (4.0889, 1.3036, 2.4458)

As for the net charge: -2. The relative energy (zero: lowest compared OMol25 entry of this formula, charge and spin) comes out at 0.0 kJ/mol. The calculation puts the HOMO-LUMO gap (alpha / beta) at 2.77 / 4.40 eV. Its multiplicity is 2. The calculation puts the largest force on an atom at 0.867 eV/Å. The value obtained for the calculated total energy is -52219.6202 eV. The calculation puts the LUMO energy (alpha / beta) at 0.144 / 0.144 Eh.